Below is a cluster of 9 separate species, C41H77F12O23 in total in a non-equilibrium geometry, with properties calculated with ωB97M-V with the def2-TZVPD basis set.

Bonds (Å) are listed after each position.
Positions of all 153 atoms, in Å:
1 O -1.278 17.319 -17.175  C2 1.403, H5 0.978
2 C -1.777 16.867 -18.406  O1 1.403, O3 1.244, O4 1.258
3 O -0.964 16.448 -19.250  C2 1.244
4 O -3.028 16.939 -18.516  C2 1.258
5 H -2.156 17.491 -16.780  O1 0.978
6 C 0.294 10.531 -15.145  O7 1.379, H15 1.101, H16 1.090, H17 1.109
7 O 0.822 11.541 -15.920  C6 1.379, C8 1.403
8 C 1.908 12.197 -15.320  O7 1.403, C9 1.508, H18 1.102, H19 1.090
9 C 2.651 12.993 -16.364  C8 1.508, O10 1.404, H20 1.095, H21 1.098
10 O 1.810 14.049 -16.749  C9 1.404, C11 1.413
11 C 2.304 14.869 -17.789  O10 1.413, C12 1.503, H22 1.098, H23 1.100
12 C 3.555 15.633 -17.458  C11 1.503, O13 1.438, H24 1.095, H25 1.095
13 O 4.751 14.848 -17.309  C12 1.438, C14 1.422
14 C 5.219 14.216 -18.493  O13 1.422, H26 1.093, H27 1.095, H28 1.097
15 H 0.936 9.644 -15.033  C6 1.101
16 H -0.708 10.225 -15.448  C6 1.090
17 H 0.132 10.834 -14.091  C6 1.109
18 H 2.649 11.442 -15.010  C8 1.102
19 H 1.566 12.799 -14.478  C8 1.090
20 H 2.962 12.340 -17.186  C9 1.095
21 H 3.530 13.373 -15.825  C9 1.098
22 H 1.516 15.610 -17.982  C11 1.098
23 H 2.396 14.288 -18.718  C11 1.100
24 H 3.519 16.061 -16.451  C12 1.095
25 H 3.786 16.439 -18.163  C12 1.095
26 H 6.181 13.775 -18.217  C14 1.093
27 H 5.384 14.918 -19.316  C14 1.095
28 H 4.548 13.389 -18.759  C14 1.097
29 C 2.310 17.094 -20.972  O30 1.425, H38 1.088, H39 1.101, H40 1.094
30 O 3.643 16.625 -20.786  C29 1.425, C31 1.401
31 C 4.602 17.188 -21.639  O30 1.401, C32 1.507, H41 1.101, H42 1.090
32 C 4.812 18.670 -21.463  C31 1.507, O33 1.422, H43 1.094, H44 1.095
33 O 5.542 18.804 -20.250  C32 1.422, C34 1.398
34 C 5.545 20.119 -19.775  O33 1.398, C35 1.519, H45 1.101, H46 1.093
35 C 6.921 20.746 -19.917  C34 1.519, O36 1.416, H47 1.098, H48 1.098
36 O 7.207 21.234 -21.215  C35 1.416, C37 1.434
37 C 6.920 22.630 -21.366  O36 1.434, H49 1.094, H50 1.089, H51 1.084
38 H 1.615 16.409 -20.492  C29 1.088
39 H 2.067 17.117 -22.046  C29 1.101
40 H 2.165 18.104 -20.578  C29 1.094
41 H 4.333 16.935 -22.676  C31 1.101
42 H 5.529 16.652 -21.437  C31 1.090
43 H 3.824 19.137 -21.497  C32 1.094
44 H 5.412 19.118 -22.261  C32 1.095
45 H 5.265 20.125 -18.710  C34 1.101
46 H 4.769 20.782 -20.164  C34 1.093
47 H 7.625 19.920 -19.747  C35 1.098
48 H 7.191 21.453 -19.122  C35 1.098
49 H 7.287 23.191 -20.503  C37 1.094
50 H 5.832 22.671 -21.413  C37 1.089
51 H 7.396 23.004 -22.265  C37 1.084
52 C -6.553 15.190 -18.407  O53 1.397, H61 1.102, H62 1.085, H63 1.105
53 O -5.353 14.520 -18.152  C52 1.397, C54 1.392
54 C -4.893 14.679 -16.847  O53 1.392, C55 1.529, H64 1.100, H65 1.104
55 C -3.866 13.574 -16.598  C54 1.529, O56 1.398, H66 1.107, H67 1.110
56 O -2.865 13.709 -17.565  C55 1.398, C57 1.419
57 C -1.840 12.737 -17.429  O56 1.419, C58 1.495, H68 1.097, H69 1.099
58 C -0.785 13.158 -18.401  C57 1.495, O59 1.410, H70 1.099, H71 1.095
59 O -1.270 12.946 -19.708  C58 1.410, C60 1.399
60 C -0.268 13.071 -20.677  O59 1.399, H72 1.099, H73 1.090, H74 1.095
61 H -7.427 14.827 -17.843  C52 1.102
62 H -6.676 15.168 -19.485  C52 1.085
63 H -6.478 16.240 -18.073  C52 1.105
64 H -5.688 14.614 -16.090  C54 1.100
65 H -4.297 15.591 -16.668  C54 1.104
66 H -4.417 12.614 -16.570  C55 1.107
67 H -3.430 13.686 -15.583  C55 1.110
68 H -2.189 11.714 -17.620  C57 1.097
69 H -1.488 12.774 -16.388  C57 1.099
70 H 0.147 12.602 -18.227  C58 1.099
71 H -0.484 14.210 -18.348  C58 1.095
72 H -0.411 14.083 -21.080  C60 1.099
73 H -0.411 12.365 -21.495  C60 1.090
74 H 0.761 13.009 -20.308  C60 1.095
75 C -5.256 17.743 -20.895  O76 1.398, H84 1.102, H85 1.087, H86 1.103
76 O -5.495 16.445 -21.357  C75 1.398, C77 1.393
77 C -6.640 16.286 -22.133  O76 1.393, C78 1.499, H87 1.102, H88 1.098
78 C -6.568 14.947 -22.804  C77 1.499, O79 1.388, H89 1.094, H90 1.104
79 O -6.490 13.987 -21.805  C78 1.388, C80 1.398
80 C -6.691 12.663 -22.204  O79 1.398, C81 1.513, H91 1.101, H92 1.105
81 C -6.413 11.782 -21.006  C80 1.513, O82 1.410, H93 1.101, H94 1.104
82 O -5.079 12.034 -20.623  C81 1.410, C83 1.405
83 C -4.718 11.302 -19.480  O82 1.405, H95 1.100, H96 1.096, H97 1.087
84 H -4.987 18.376 -21.757  C75 1.102
85 H -4.449 17.700 -20.169  C75 1.087
86 H -6.136 18.232 -20.445  C75 1.103
87 H -6.657 17.062 -22.915  C77 1.102
88 H -7.526 16.337 -21.486  C77 1.098
89 H -5.747 14.886 -23.524  C78 1.094
90 H -7.523 14.825 -23.343  C78 1.104
91 H -6.001 12.384 -23.016  C80 1.101
92 H -7.722 12.495 -22.565  C80 1.105
93 H -6.667 10.736 -21.238  C81 1.101
94 H -7.035 12.102 -20.152  C81 1.104
95 H -5.004 10.247 -19.610  C83 1.100
96 H -5.207 11.683 -18.577  C83 1.096
97 H -3.640 11.379 -19.369  C83 1.087
98 C -0.332 14.330 -14.029  C99 1.495, H107 1.090, H108 1.096, H109 1.088
99 C -1.212 15.346 -14.684  C98 1.495, O100 1.445, H110 1.094, H111 1.092
100 O -2.505 15.386 -14.040  C99 1.445, C101 1.300
101 C -3.223 16.465 -14.131  O100 1.300, O102 1.198, C103 1.543
102 O -2.926 17.423 -14.787  C101 1.198
103 C -4.517 16.459 -13.290  C101 1.543, F104 1.358, F105 1.335, F106 1.336
104 F -5.555 16.602 -14.153  C103 1.358
105 F -4.693 15.292 -12.667  C103 1.335
106 F -4.544 17.472 -12.420  C103 1.336
107 H -0.723 13.316 -14.114  C98 1.090
108 H -0.203 14.561 -12.965  C98 1.096
109 H 0.689 14.378 -14.401  C98 1.088
110 H -1.312 15.131 -15.752  C99 1.094
111 H -0.794 16.353 -14.630  C99 1.092
112 C -5.979 18.451 -16.523  C113 1.494, H121 1.094, H122 1.096, H123 1.088
113 C -4.697 19.114 -16.908  C112 1.494, O114 1.451, H124 1.089, H125 1.084
114 O -4.743 20.523 -16.562  C113 1.451, C115 1.300
115 C -5.024 21.399 -17.481  O114 1.300, O116 1.169, C117 1.552
116 O -5.324 21.195 -18.592  C115 1.169
117 C -4.713 22.825 -16.954  C115 1.552, F118 1.323, F119 1.340, F120 1.343
118 F -4.304 22.849 -15.696  C117 1.323
119 F -3.762 23.350 -17.738  C117 1.340
120 F -5.789 23.621 -17.071  C117 1.343
121 H -6.846 18.993 -16.912  C112 1.094
122 H -6.134 18.467 -15.439  C112 1.096
123 H -6.067 17.408 -16.820  C112 1.088
124 H -4.465 18.966 -17.962  C113 1.089
125 H -3.838 18.741 -16.361  C113 1.084
126 C 1.611 19.226 -17.046  C127 1.507, H135 1.087, H136 1.093, H137 1.097
127 C 1.340 18.351 -15.849  C126 1.507, O128 1.450, H138 1.088, H139 1.088
128 O 2.347 18.653 -14.851  C127 1.450, C129 1.316
129 C 2.563 17.778 -13.892  O128 1.316, O130 1.187, C131 1.550
130 O 2.109 16.682 -13.830  C129 1.187
131 C 3.534 18.358 -12.833  C129 1.550, F132 1.342, F133 1.327, F134 1.336
132 F 4.745 17.796 -12.965  C131 1.342
133 F 3.659 19.677 -12.904  C131 1.327
134 F 3.065 18.027 -11.627  C131 1.336
135 H 0.929 19.219 -17.892  C126 1.087
136 H 2.605 19.000 -17.438  C126 1.093
137 H 1.595 20.275 -16.725  C126 1.097
138 H 1.431 17.290 -16.072  C127 1.088
139 H 0.340 18.566 -15.479  C127 1.088
140 C -1.479 20.474 -16.068  C141 1.522, H149 1.085, H150 1.090, H151 1.091
141 C -1.486 20.704 -17.573  C140 1.522, O142 1.431, H152 1.091, H153 1.092
142 O -0.695 21.854 -17.887  C141 1.431, C143 1.306
143 C -0.863 22.352 -19.082  O142 1.306, O144 1.178, C145 1.536
144 O -1.476 21.862 -19.960  C143 1.178
145 C -0.037 23.622 -19.335  C143 1.536, F146 1.329, F147 1.341, F148 1.321
146 F 0.436 24.196 -18.234  C145 1.329
147 F 1.006 23.287 -20.110  C145 1.341
148 F -0.769 24.519 -19.971  C145 1.321
149 H -1.698 19.424 -15.905  C140 1.085
150 H -2.211 21.148 -15.623  C140 1.090
151 H -0.531 20.750 -15.604  C140 1.091
152 H -2.516 20.854 -17.898  C141 1.091
153 H -1.183 19.790 -18.089  C141 1.092

The value obtained for the frontier orbital gap is 7.6 eV. The calculated total energy comes out at -123465.0473 eV. Its charge is -1. The value obtained for the relative energy (zero: lowest compared OMol25 entry of this formula, charge and spin) is 0.456 eV.

Here are the Mulliken charges for atoms 1 to 99, given in e: atom 1 (O): 2.1695, atom 2 (C): -0.4384, atom 3 (O): -0.6479, atom 4 (O): -0.4913, atom 5 (H): -1.1102, atom 6 (C): -1.0426, atom 7 (O): -0.1482, atom 8 (C): -0.7164, atom 9 (C): -0.6939, atom 10 (O): 1.0553, atom 11 (C): 0.1148, atom 12 (C): -0.5181, atom 13 (O): -0.5755, atom 14 (C): -0.3837, atom 15 (H): 0.3436, atom 16 (H): 0.2681, atom 17 (H): 0.3892, atom 18 (H): 0.4820, atom 19 (H): 0.3594, atom 20 (H): 0.2051, atom 21 (H): 0.3809, atom 22 (H): -0.7569, atom 23 (H): 0.5083, atom 24 (H): 0.0122, atom 25 (H): 0.3974, atom 26 (H): 0.2988, atom 27 (H): 0.0149, atom 28 (H): 0.1939, atom 29 (C): -0.4143, atom 30 (O): -0.0691, atom 31 (C): -0.8331, atom 32 (C): -0.3393, atom 33 (O): -0.2129, atom 34 (C): -0.3229, atom 35 (C): -0.8064, atom 36 (O): -0.3500, atom 37 (C): -0.6470, atom 38 (H): -0.0550, atom 39 (H): 0.4340, atom 40 (H): 0.0780, atom 41 (H): 0.4209, atom 42 (H): 0.2920, atom 43 (H): 0.3454, atom 44 (H): 0.3313, atom 45 (H): 0.3139, atom 46 (H): 0.3240, atom 47 (H): 0.2742, atom 48 (H): 0.5044, atom 49 (H): 0.3059, atom 50 (H): 0.2490, atom 51 (H): 0.2317, atom 52 (C): -0.0063, atom 53 (O): 0.0854, atom 54 (C): 0.2691, atom 55 (C): -1.0492, atom 56 (O): 0.4972, atom 57 (C): -0.6704, atom 58 (C): 0.4024, atom 59 (O): -0.3789, atom 60 (C): -0.8268, atom 61 (H): 0.4097, atom 62 (H): -0.3293, atom 63 (H): -0.0402, atom 64 (H): 0.6215, atom 65 (H): -0.5994, atom 66 (H): 0.3031, atom 67 (H): 0.3085, atom 68 (H): 0.5342, atom 69 (H): -0.2633, atom 70 (H): 0.6111, atom 71 (H): -0.7155, atom 72 (H): 0.2499, atom 73 (H): 0.3052, atom 74 (H): 0.2691, atom 75 (C): -0.5792, atom 76 (O): -0.0523, atom 77 (C): -0.6608, atom 78 (C): -0.7163, atom 79 (O): 0.0462, atom 80 (C): -0.6696, atom 81 (C): -0.5280, atom 82 (O): -0.1991, atom 83 (C): -0.3960, atom 84 (H): 0.4262, atom 85 (H): -0.2475, atom 86 (H): 0.3762, atom 87 (H): 0.4608, atom 88 (H): 0.2692, atom 89 (H): 0.3336, atom 90 (H): 0.3867, atom 91 (H): 0.3090, atom 92 (H): 0.3727, atom 93 (H): 0.3786, atom 94 (H): 0.2612, atom 95 (H): 0.4548, atom 96 (H): 0.1206, atom 97 (H): -0.0840, atom 98 (C): -1.2433, atom 99 (C): 1.5597